(1)
This record from the OMol25 dataset describes a 2-piece molecular cluster, C2H2INO overall in a non-equilibrium geometry. The level of theory is ωB97M-V/def2-TZVPD.

Each line ends with the Mulliken spin population.
Positions of all 7 atoms, in Å:
C 0.349 0.067 0.185  0.11
C -0.148 -1.251 0.208  0.29
N 0.837 0.508 -0.860  0.50
O -0.280 -2.358 0.200  0.17
I -2.419 1.062 0.033  0.94
H 0.340 0.500 1.257  0.00
H 1.320 1.472 -1.021  -0.01

Computed properties:
- ⟨S²⟩ = 2.017
- electronic energy (eV) = -13740.649
- 2S+1 = 3
- energy above the lowest of the compared OMol25 structures with the same formula, charge and spin (kcal/mol) = 7.52
- LUMO (spin up / spin down) (Eh) = 0.02200 / -0.10738
- molar mass (u) = 182.95
- charge = 0
- gap between HOMO and LUMO (spin up / spin down) (eV) = 7.82 / 6.91

(2)
This record from the OMol25 dataset describes a 2-piece molecular cluster, C4H14NOS overall in a non-equilibrium geometry. The level of theory is ωB97M-V/def2-TZVPD.

Each line ends with the Mulliken charge.
Positions of all 21 atoms, in Å:
C -1.629 0.756 0.156  -1.93
C -0.237 0.242 -0.329  0.59
C 0.934 0.474 0.603  -0.77
C 0.653 0.921 2.061  -0.78
S -0.561 -0.122 2.955  -0.22
N -0.465 -1.219 -0.746  -0.17
H -2.215 0.857 -0.765  0.56
H -1.491 1.750 0.566  0.38
H -2.183 0.109 0.832  0.50
H -0.081 0.779 -1.263  0.24
H 1.525 -0.436 0.785  0.34
H 1.534 1.303 0.229  0.30
H 0.201 1.912 1.924  0.31
H 1.614 0.949 2.548  0.50
H 0.196 -0.233 4.043  0.17
H -0.202 -1.939 -0.071  0.40
H 0.082 -1.377 -1.592  0.26
H -1.472 -1.356 -0.824  0.35
H 0.716 -1.627 -3.914  0.32
H 1.824 -0.629 -3.914  0.32
O 1.256 -1.114 -3.284  -0.68

Computed properties:
- electronic energy (eV) = -18741.354
- energy above the lowest of the compared OMol25 structures with the same formula, charge and spin (kcal/mol) = 19.24
- LUMO (Eh) = -0.11534
- molar mass (u) = 124.23
- charge = +1
- gap between HOMO and LUMO (eV) = 9.41

(3)
This record from the OMol25 dataset describes C35H35BF4GeIMnN5O3S as an isolated structure. The level of theory is ωB97M-V/def2-TZVPD.

Each line ends with the Mulliken spin population.
Positions of all 87 atoms, in Å:
Mn 0.220 -0.144 -1.757  4.25
C 5.324 -1.655 3.232  0.00
C 4.756 -0.866 2.090  0.00
C 5.568 -0.045 1.305  0.00
C 5.049 0.676 0.249  0.00
C 3.690 0.586 -0.038  -0.01
C 2.874 -0.220 0.725  0.07
C 3.404 -0.939 1.785  -0.01
S 3.140 1.547 -1.412  0.02
O 3.503 2.915 -1.127  0.00
O 3.688 0.949 -2.598  0.01
N 1.502 1.375 -1.378  -0.04
C 0.687 2.464 -1.654  0.10
C 1.010 3.594 -2.431  0.01
C 0.023 4.517 -2.686  0.00
C -1.273 4.310 -2.218  0.02
C -1.523 3.166 -1.502  0.02
N -0.567 2.280 -1.205  0.02
H 6.412 -1.594 3.254  0.00
H 5.046 -2.707 3.151  0.00
H 4.946 -1.287 4.189  0.00
H 6.626 0.027 1.529  0.00
H 5.691 1.312 -0.348  0.00
H 1.816 -0.282 0.513  -0.01
H 2.750 -1.584 2.360  0.00
H 1.998 3.721 -2.832  0.00
H 0.254 5.393 -3.280  0.00
H -2.074 5.005 -2.430  0.00
H -2.522 2.926 -1.153  -0.01
C -4.190 -3.478 -2.613  0.00
N -3.393 -2.279 -2.504  0.01
C -3.648 -1.035 -3.196  0.00
C -2.420 -0.227 -2.821  0.04
O -2.171 0.895 -3.183  0.00
N -1.614 -1.005 -1.994  -0.04
C -2.200 -2.211 -1.890  0.07
N -1.697 -3.233 -1.225  0.01
H -5.093 -3.244 -3.172  0.00
H -4.490 -3.842 -1.628  0.00
H -3.656 -4.267 -3.151  0.00
H -4.559 -0.539 -2.854  0.00
H -3.675 -1.163 -4.280  0.00
H -0.710 -3.270 -0.966  0.01
H -2.166 -4.122 -1.271  0.00
F 0.920 -4.269 -0.826  0.00
B 1.921 -3.302 -1.093  0.04
F 1.151 -2.048 -1.432  0.03
F 2.649 -3.047 0.058  0.00
F 2.685 -3.641 -2.172  0.00
C -1.097 -3.928 2.422  0.02
C -2.189 -3.075 2.490  -0.01
C -2.100 -1.784 1.989  0.02
C -0.913 -1.317 1.416  0.06
C 0.176 -2.184 1.375  -0.03
C 0.090 -3.477 1.865  -0.01
Ge -0.815 0.564 0.797  0.17
C -2.616 1.314 0.901  0.02
C -3.697 0.780 0.200  0.01
C -4.941 1.392 0.230  -0.01
C -5.126 2.551 0.971  0.01
C -4.064 3.088 1.683  0.00
C -2.819 2.478 1.639  -0.01
C 0.497 1.506 1.882  0.06
C 1.011 0.827 2.988  0.02
C 1.977 1.409 3.795  0.00
C 2.452 2.677 3.502  0.01
C 1.944 3.368 2.411  0.00
C 0.972 2.789 1.614  0.03
H -1.169 -4.938 2.808  0.00
H -3.115 -3.412 2.942  0.00
H -2.964 -1.142 2.066  0.01
H 1.128 -1.873 0.942  0.01
H 0.952 -4.127 1.788  0.00
H -3.572 -0.135 -0.376  0.00
H -5.769 0.965 -0.323  0.00
H -6.094 3.036 0.992  0.00
H -4.203 3.987 2.270  0.00
H -1.994 2.922 2.187  0.00
H 0.671 -0.178 3.222  0.00
H 2.366 0.862 4.645  0.00
H 3.220 3.127 4.119  0.00
H 2.315 4.356 2.172  0.00
H 0.597 3.350 0.771  0.00
I -0.105 -1.781 -4.902  0.01
C 0.814 -0.273 -3.707  0.00
H 0.644 0.676 -4.212  0.01
H 1.873 -0.512 -3.696  0.01

Computed properties:
- ⟨S²⟩ = 8.840
- electronic energy (eV) = -168781.577
- 2S+1 = 6
- LUMO (spin up / spin down) (Eh) = -0.04168 / -0.06332
- molar mass (u) = 947.02
- charge = 0
- gap between HOMO and LUMO (spin up / spin down) (eV) = 5.98 / 6.80

(4)
This record from the OMol25 dataset describes C11H17Cl2NO2SeW as an isolated structure in a non-equilibrium geometry. The level of theory is ωB97M-V/def2-TZVPD.

Each line ends with the Mulliken spin population.
Positions of all 35 atoms, in Å:
C 0.300 -1.152 -1.950  0.03
C 1.143 -0.001 -2.127  -0.12
C 0.319 1.145 -2.206  0.40
C 2.609 -0.005 -2.339  -0.01
C -1.027 0.739 -2.060  -0.11
C -1.052 -0.688 -1.908  -0.01
C -2.270 -1.537 -1.860  -0.02
C 0.744 -2.568 -1.940  -0.01
C 0.783 2.530 -2.450  0.01
C -2.201 1.633 -2.194  -0.01
W 0.000 0.000 0.000  1.76
Cl 4.920 1.471 0.845  0.00
Cl 2.158 -0.764 0.686  0.03
O -1.749 0.598 0.834  -0.01
H 3.062 -0.936 -2.022  0.00
H 3.095 0.799 -1.793  0.00
H 2.818 0.134 -3.402  0.00
H 1.743 2.720 -1.982  0.01
H 0.079 3.262 -2.067  0.00
H 0.892 2.696 -3.524  0.00
H -2.053 2.570 -1.665  0.00
H -3.103 1.176 -1.805  0.00
H -2.359 1.862 -3.249  0.00
H -3.080 -1.040 -1.335  0.00
H -2.076 -2.479 -1.358  0.00
H -2.608 -1.762 -2.873  0.00
H 1.699 -2.679 -1.436  0.00
H 0.849 -2.935 -2.962  0.00
H 0.032 -3.203 -1.423  0.00
H -1.700 1.481 1.224  0.00
O -0.521 -1.564 0.994  0.03
H -1.448 -1.504 1.273  0.02
Se 0.000 0.000 5.070  0.01
C 0.000 0.000 3.316  0.03
N 0.000 0.000 2.000  -0.02

Computed properties:
- ⟨S²⟩ = 2.011
- electronic energy (eV) = -109484.742
- 2S+1 = 3
- LUMO (spin up / spin down) (Eh) = 0.17324 / 0.17226
- molar mass (u) = 528.97
- charge = -2
- gap between HOMO and LUMO (spin up / spin down) (eV) = 5.67 / 5.76

(5)
This record from the OMol25 dataset describes C28H22Cl3F5N12O3Ti as an isolated structure in a non-equilibrium geometry. The level of theory is ωB97M-V/def2-TZVPD.

Each line ends with the Mulliken charge.
Positions of all 74 atoms, in Å:
Ti -0.251 0.226 -0.214  -0.32
C 1.311 -4.454 2.115  -0.76
C 0.433 -4.544 1.043  -1.05
C -0.362 -3.459 0.701  0.15
C -0.284 -2.265 1.418  -1.09
C 0.570 -2.196 2.514  0.03
C 1.369 -3.279 2.854  -0.85
N -1.075 -1.126 1.054  1.67
C -2.372 -1.184 1.582  1.00
C -2.937 -2.360 2.110  -0.77
C -4.201 -2.375 2.681  -0.99
C -4.970 -1.221 2.746  -0.74
C -4.449 -0.054 2.211  -0.32
C -3.187 -0.037 1.641  0.13
N -2.730 1.191 1.108  0.66
N -2.219 2.164 1.952  -1.29
C -0.941 2.479 1.852  0.67
C -0.547 3.553 2.737  -0.73
C 0.709 4.035 2.737  -0.49
C 1.658 3.490 1.825  -1.40
C 1.271 2.475 1.025  -0.35
N 0.013 1.909 1.026  1.12
H 1.930 -5.300 2.386  0.41
H 0.356 -5.466 0.479  0.46
H -1.082 -3.531 -0.107  0.57
H 0.618 -1.271 3.076  0.43
H 2.036 -3.204 3.703  0.43
H -2.369 -3.278 2.099  0.29
H -4.581 -3.305 3.083  0.39
H -5.951 -1.230 3.200  0.39
H -5.004 0.875 2.227  0.49
H -1.322 3.937 3.385  0.55
H 0.991 4.836 3.409  0.47
H 2.661 3.882 1.747  0.67
H 1.962 2.046 0.317  0.43
C 4.535 -2.082 0.126  -0.92
O 3.643 -1.107 0.677  -0.39
C 2.406 -1.018 0.222  0.43
O 1.626 -0.242 0.763  -0.28
N 2.031 -1.827 -0.793  -0.25
N 0.762 -1.586 -1.332  -0.56
H 5.443 -2.007 0.712  0.27
H 4.763 -1.850 -0.917  0.31
H 4.115 -3.083 0.225  0.36
H 2.717 -2.257 -1.390  0.34
H 0.242 -2.453 -1.391  0.50
H 0.851 -1.143 -2.242  0.47
N -4.892 -2.167 -0.832  -0.62
N -3.867 -1.622 -1.587  1.18
N -4.073 -0.760 -2.555  -1.14
C -2.832 -0.560 -2.984  -0.28
N -1.938 -1.268 -2.285  -0.42
N -2.633 -1.966 -1.406  -0.02
H -5.664 -1.514 -0.892  0.36
H -4.560 -2.213 0.133  0.32
H -2.583 0.128 -3.772  0.58
F 3.965 3.592 -5.479  -0.32
C 3.278 2.965 -4.518  0.63
C 2.369 3.648 -3.734  0.01
F 2.196 4.948 -3.961  -0.35
C 1.652 3.013 -2.726  0.48
F -2.103 2.418 -1.942  -0.42
C 1.795 1.631 -2.488  -1.12
O 1.155 0.942 -1.598  1.12
C 2.728 0.978 -3.316  0.07
F 2.909 -0.358 -3.147  -0.37
C 3.457 1.611 -4.296  0.10
F 4.325 0.920 -5.040  -0.31
Cl 0.646 3.978 -1.711  -0.09
C 2.493 6.134 -0.939  0.06
Cl 1.811 6.490 0.610  -0.02
Cl 3.863 5.119 -0.716  -0.05
C -1.547 1.575 -1.087  0.27
N -2.138 1.036 -0.113  -0.20

Computed properties:
- electronic energy (eV) = -127680.042
- energy above the lowest of the compared OMol25 structures with the same formula, charge and spin (kcal/mol) = 125.27
- LUMO (Eh) = -0.02226
- molar mass (u) = 823.78
- charge = 0
- gap between HOMO and LUMO (eV) = 6.26

(6)
This record from the OMol25 dataset describes a 6-piece molecular cluster, C29H52Br10ClFO3SSi2 overall in a non-equilibrium geometry. The level of theory is ωB97M-V/def2-TZVPD.

Each line ends with the Mulliken charge.
Positions of all 99 atoms, in Å:
C 7.606 -0.262 1.640  -0.92
Si 6.086 0.787 1.204  0.28
C 5.645 0.338 -0.596  -0.97
C 4.635 0.604 2.404  -0.94
C 3.232 0.500 1.773  -0.50
C 2.731 1.756 1.020  -0.01
C 1.909 1.348 -0.216  -1.35
C 0.635 0.557 0.138  -0.16
C -0.298 1.258 1.158  -0.85
C -1.786 1.008 0.783  -0.93
C -2.464 2.299 0.238  -0.74
Si -4.306 2.088 0.154  0.09
F -4.721 0.788 -0.671  -0.01
C -5.067 3.624 -0.661  -0.59
C -5.194 3.482 -2.157  0.29
O -4.465 4.023 -2.948  -0.49
Cl -6.509 2.426 -2.783  -0.15
S -5.044 1.943 2.244  1.22
C -5.973 3.428 2.645  -1.13
O -5.875 0.768 2.399  -0.76
O -3.934 1.905 3.171  -0.65
C 6.629 2.617 1.128  0.69
C 7.875 2.856 0.579  -0.72
C 8.322 4.145 0.450  -0.47
C 7.547 5.200 0.859  -0.58
C 6.328 4.957 1.421  -0.61
C 5.864 3.675 1.567  -0.10
H 8.093 0.110 2.542  0.33
H 8.275 -0.200 0.776  0.26
H 7.306 -1.316 1.702  0.06
H 6.169 -0.585 -0.871  0.40
H 4.572 0.169 -0.699  0.12
H 5.984 1.116 -1.284  0.35
H 4.785 -0.322 2.976  0.55
H 4.681 1.428 3.125  0.55
H 2.535 0.335 2.605  0.45
H 3.114 -0.387 1.140  0.02
H 2.044 2.287 1.688  0.46
H 3.518 2.462 0.747  0.15
H 2.499 0.693 -0.870  0.28
H 1.667 2.220 -0.835  0.37
H 0.107 0.392 -0.809  0.49
H 0.896 -0.444 0.499  0.00
H -0.084 2.329 1.179  0.47
H -0.112 0.811 2.136  0.24
H -2.290 0.609 1.667  0.59
H -1.859 0.241 0.007  0.33
H -2.104 2.445 -0.788  0.41
H -2.185 3.120 0.904  0.59
H -4.462 4.511 -0.470  0.42
H -6.079 3.749 -0.257  0.44
H -5.334 4.292 2.460  0.34
H -6.914 3.466 2.093  0.33
H -6.209 3.336 3.707  0.43
H 8.490 2.025 0.255  0.19
H 9.312 4.289 0.027  0.37
H 7.938 6.203 0.742  0.37
H 5.751 5.827 1.721  0.36
H 4.895 3.490 2.015  0.26
Br -2.465 -0.463 -3.669  -0.15
C -4.414 -0.481 -3.647  1.13
C -4.951 -1.685 -2.927  -0.59
Br -4.814 -3.291 -4.023  -0.20
H -4.743 -0.426 -4.685  -0.49
H -4.700 0.430 -3.128  -0.44
H -6.014 -1.564 -2.729  0.30
H -4.431 -1.893 -1.996  0.40
Br 2.182 -4.210 3.457  -0.12
C 2.471 -3.876 1.562  -0.23
C 3.780 -4.450 1.092  -0.47
Br 5.283 -3.350 1.661  -0.10
H 2.404 -2.801 1.418  -0.06
H 1.639 -4.361 1.056  0.40
H 3.826 -4.455 0.004  0.46
H 3.965 -5.454 1.462  0.16
Br -9.521 0.631 0.731  -0.16
C -8.407 -0.834 1.372  -0.20
C -9.221 -1.859 2.114  -0.57
Br -9.689 -1.245 3.901  -0.16
H -7.624 -0.391 1.975  0.18
H -7.969 -1.272 0.477  0.24
H -8.640 -2.766 2.267  0.37
H -10.152 -2.107 1.614  0.41
Br 4.797 -7.978 0.776  -0.14
C 6.686 -7.514 0.679  -0.53
C 7.433 -8.000 1.892  -0.59
Br 7.093 -6.872 3.439  -0.13
H 6.743 -6.437 0.549  0.30
H 7.054 -8.006 -0.219  0.36
H 8.507 -7.941 1.726  0.35
H 7.168 -9.014 2.174  0.38
Br -8.205 -0.344 -5.164  -0.14
C -7.932 -0.096 -7.073  -0.53
C -6.630 -0.721 -7.495  -0.63
Br -5.127 0.391 -6.952  -0.14
H -7.975 0.971 -7.271  0.37
H -8.776 -0.585 -7.555  0.34
H -6.562 -0.792 -8.579  0.35
H -6.475 -1.705 -7.060  0.35

Computed properties:
- electronic energy (eV) = -779317.832
- LUMO (Eh) = 0.00437
- molar mass (u) = 1390.46
- SMILES string = C[Si](C)(CCCCCCCC[Si@](F)(CC(=O)Cl)S(C)(=O)=O)c1ccccc1.BrCCBr.BrCCBr.BrCCBr.BrCCBr.BrCCBr
- charge = 0
- gap between HOMO and LUMO (eV) = 9.25

Q: Among the records above, which one has the lowest molar mass?
A: C4H14NOS